No. 1
Density functional theory data (ωB97M-V/def2-TZVPD) for a structure of composition C20H12BrCl3IN2OV.

2S+1   2
Molecular weight   660.4 g mol⁻¹
Gap between HOMO and LUMO (spin up / spin down)   0.211 / 0.187 Eh
Net charge   -1
⟨S²⟩   1.1813
Energy relative to the best compared isomer or geometry (same formula, charge and spin)   0.3080 eV
E_LUMO (spin up / spin down)   2.22 / 2.10 eV

Cartesian coordinates (Å):
1 V 0.005 -0.384 -1.519
2 Cl -2.840 -4.430 -0.736
3 C -2.137 -3.384 0.453
4 C -2.334 -3.668 1.815
5 C -1.807 -2.864 2.784
6 Cl -2.082 -3.250 4.464
7 C -1.040 -1.725 2.443
8 C -0.459 -0.815 3.353
9 C 0.237 0.255 2.866
10 C 0.384 0.425 1.480
11 N -0.112 -0.423 0.604
12 C -0.845 -1.474 1.074
13 C -1.411 -2.282 0.042
14 O -1.177 -1.940 -1.194
15 H -2.914 -4.538 2.089
16 H -0.579 -0.970 4.416
17 H 0.684 0.981 3.530
18 H 0.917 1.278 1.088
19 Br -3.667 5.280 -0.762
20 C -2.628 3.698 -1.002
21 C -3.209 2.463 -0.777
22 C -2.439 1.319 -0.944
23 C -1.097 1.368 -1.340
24 C -0.565 2.640 -1.567
25 C -1.308 3.804 -1.398
26 H -4.246 2.395 -0.475
27 H -2.911 0.358 -0.760
28 H 0.461 2.748 -1.908
29 H -0.868 4.776 -1.581
30 Cl 4.796 2.267 0.212
31 C 4.030 0.896 -0.548
32 C 4.796 -0.199 -0.932
33 C 4.100 -1.243 -1.592
34 C 2.758 -1.160 -1.790
35 N 1.992 -0.092 -1.352
36 C 2.675 0.951 -0.759
37 H 5.860 -0.228 -0.757
38 H 4.628 -2.113 -1.957
39 H 2.217 -1.937 -2.316
40 H 2.117 1.840 -0.504
41 I 0.019 -0.623 -4.244

---

No. 2
Density functional theory data (ωB97M-V/def2-TZVPD) for a structure of composition C37H40Cl2N4O2PS2V.

2S+1   4
Molecular weight   789.7 g mol⁻¹
Gap between HOMO and LUMO (spin up / spin down)   0.243 / 0.244 Eh
Net charge   +1
⟨S²⟩   3.7613
Energy relative to the best compared isomer or geometry (same formula, charge and spin)   1.1999 eV
E_LUMO (spin up / spin down)   -3.08 / -3.05 eV

Cartesian coordinates (Å):
1 V -1.789 1.955 2.287
2 C -3.044 0.232 -4.463
3 C -2.830 0.308 -2.980
4 C -2.332 -0.809 -2.274
5 C -2.064 -0.746 -0.880
6 C -1.495 -1.917 -0.295
7 N -1.217 -2.073 0.999
8 C -0.823 -3.263 1.750
9 C -0.555 -2.764 3.181
10 C 0.843 -2.272 3.487
11 N 1.565 -1.851 2.276
12 C 2.119 -0.736 2.021
13 C 2.064 0.507 2.730
14 C 3.384 1.033 2.958
15 C 3.618 2.165 3.689
16 C 5.058 2.623 3.915
17 C 2.483 2.956 3.954
18 C 1.189 2.642 3.638
19 C 0.127 3.613 3.804
20 N -1.097 3.551 3.388
21 C -1.883 4.840 3.592
22 C -2.801 5.133 2.476
23 C -2.302 4.813 1.067
24 N -2.416 3.381 0.845
25 C -2.618 2.988 -0.345
26 C -2.718 1.643 -0.922
27 C -2.946 1.518 -2.282
28 C -2.329 0.481 -0.236
29 O -2.251 0.482 1.116
30 C 0.937 1.294 3.084
31 O -0.240 0.771 2.925
32 H -3.844 0.893 -4.837
33 H -2.081 0.550 -4.906
34 H -3.074 -0.788 -4.828
35 H -2.157 -1.720 -2.766
36 H -1.509 -2.889 -0.857
37 H -1.358 -1.277 1.575
38 H -1.598 -3.998 1.748
39 H 0.079 -3.664 1.255
40 H -1.342 -1.995 3.289
41 H -0.813 -3.588 3.823
42 H 0.724 -1.440 4.165
43 H 1.458 -3.035 3.922
44 H 1.728 -2.665 1.651
45 H 2.665 -0.796 1.081
46 H 4.254 0.449 2.634
47 H 5.681 1.822 3.680
48 H 5.286 3.399 3.166
49 H 5.258 3.051 4.872
50 H 2.616 3.977 4.443
51 H 0.429 4.493 4.344
52 H -2.404 4.643 4.485
53 H -1.215 5.614 3.884
54 H -3.724 4.587 2.653
55 H -3.008 6.206 2.519
56 H -2.943 5.294 0.368
57 H -1.267 5.070 0.926
58 H -2.857 3.762 -1.097
59 H -3.137 2.415 -2.809
60 S 1.762 -3.743 -0.482
61 P 1.850 -2.241 -1.863
62 S 1.643 -0.318 -1.144
63 C 3.330 -2.497 -2.921
64 C 4.112 -1.444 -3.399
65 C 5.144 -1.570 -4.311
66 C 5.436 -2.849 -4.758
67 C 4.757 -3.937 -4.244
68 C 3.688 -3.789 -3.413
69 C 0.608 -2.558 -3.146
70 C -0.100 -3.741 -3.359
71 C -0.878 -3.904 -4.501
72 C -0.874 -2.935 -5.523
73 C -0.163 -1.789 -5.255
74 C 0.535 -1.567 -4.054
75 H 3.860 -0.478 -3.104
76 H 5.732 -0.710 -4.610
77 H 6.199 -3.023 -5.533
78 H 4.996 -4.926 -4.594
79 H 3.107 -4.642 -3.091
80 H 0.090 -4.608 -2.662
81 H -1.388 -4.897 -4.700
82 H -1.327 -3.188 -6.500
83 H -0.164 -1.022 -6.038
84 H 1.078 -0.638 -3.825
85 Cl -4.338 1.929 3.503
86 C -5.796 1.130 2.899
87 Cl -6.077 1.504 1.213
88 H -6.629 1.552 3.525
89 H -5.684 0.033 3.003

---

No. 3
Density functional theory data (ωB97M-V/def2-TZVPD) for a structure of composition C40H65N2O7PSi2Ti.

2S+1   1
Molecular weight   821.0 g mol⁻¹
Gap between HOMO and LUMO   0.268 Eh
Net charge   +2
Energy relative to the best compared isomer or geometry (same formula, charge and spin)   0.3006 eV
E_LUMO   -5.77 eV

Cartesian coordinates (Å):
1 Ti 0.751 -0.704 -0.230
2 C -0.033 -2.485 4.117
3 N -0.982 -2.643 3.014
4 C -2.358 -2.959 3.386
5 C -0.621 -2.350 1.783
6 O 0.530 -1.974 1.476
7 C -1.637 -2.414 0.650
8 O -0.970 -2.091 -0.576
9 C -0.628 -3.182 -1.435
10 C 0.884 -3.373 -1.436
11 O 1.564 -2.434 -0.937
12 N 1.433 -4.447 -1.945
13 C 0.688 -5.463 -2.688
14 C 2.879 -4.649 -1.900
15 H -0.030 -3.401 4.706
16 H 0.958 -2.290 3.721
17 H -0.346 -1.652 4.747
18 H -2.341 -3.715 4.169
19 H -2.860 -2.065 3.757
20 H -2.916 -3.358 2.545
21 H -2.105 -3.396 0.563
22 H -2.403 -1.649 0.805
23 H -1.162 -4.081 -1.124
24 H -0.944 -2.913 -2.445
25 H -0.373 -5.242 -2.709
26 H 1.053 -5.470 -3.714
27 H 0.848 -6.438 -2.229
28 H 3.333 -3.901 -1.259
29 H 3.071 -5.645 -1.504
30 H 3.284 -4.569 -2.907
31 C 2.886 3.632 -4.031
32 C 3.479 2.624 -3.282
33 C 2.722 1.532 -2.885
34 C 1.369 1.423 -3.212
35 C 0.798 2.435 -3.987
36 C 1.550 3.529 -4.391
37 Si 0.406 -0.096 -2.746
38 C 0.823 -1.480 -3.949
39 C 2.130 -1.923 -4.176
40 C 2.414 -2.844 -5.173
41 C 1.391 -3.362 -5.959
42 C 0.086 -2.948 -5.745
43 C -0.189 -2.010 -4.757
44 H 3.467 4.488 -4.346
45 H 4.529 2.686 -3.027
46 H 3.203 0.734 -2.328
47 H -0.237 2.370 -4.294
48 H 1.093 4.298 -5.000
49 H -1.046 0.149 -2.951
50 H 2.952 -1.523 -3.591
51 H 3.439 -3.141 -5.359
52 H 1.617 -4.064 -6.751
53 H -0.713 -3.327 -6.370
54 H -1.209 -1.655 -4.645
55 C 4.556 0.422 -0.138
56 P 2.920 0.441 0.647
57 C 2.566 2.188 0.953
58 C 3.197 -0.374 2.240
59 C 3.638 -1.698 2.236
60 C 3.925 -2.341 3.427
61 C 3.762 -1.670 4.634
62 C 3.313 -0.360 4.646
63 C 3.034 0.291 3.449
64 H 4.812 -0.568 -0.513
65 H 5.279 0.709 0.627
66 H 4.591 1.138 -0.955
67 H 3.322 2.623 1.610
68 H 1.572 2.322 1.380
69 H 2.600 2.698 -0.013
70 H 3.765 -2.231 1.299
71 H 4.284 -3.362 3.417
72 H 3.997 -2.169 5.565
73 H 3.203 0.170 5.582
74 H 2.723 1.323 3.472
75 C -4.887 1.765 1.157
76 C -4.250 0.436 0.799
77 C -4.832 -0.669 1.665
78 C -4.409 0.114 -0.679
79 O -2.817 0.458 1.102
80 Si -1.672 1.541 0.712
81 O -0.369 0.515 0.332
82 O -1.157 2.478 1.919
83 C -1.134 2.431 3.367
84 C -2.402 3.093 3.877
85 C -1.023 0.987 3.836
86 C 0.085 3.229 3.795
87 O -2.072 2.408 -0.577
88 C -1.792 3.797 -0.942
89 C -0.302 4.061 -0.791
90 C -2.243 3.910 -2.385
91 C -2.601 4.724 -0.050
92 H -5.932 1.768 0.845
93 H -4.391 2.595 0.657
94 H -4.863 1.930 2.233
95 H -5.917 -0.698 1.571
96 H -4.589 -0.497 2.715
97 H -4.457 -1.649 1.364
98 H -5.464 0.016 -0.934
99 H -3.919 -0.835 -0.912
100 H -3.972 0.894 -1.301
101 H -3.287 2.595 3.487
102 H -2.434 4.141 3.578
103 H -2.437 3.052 4.966
104 H -1.924 0.418 3.604
105 H -0.866 0.959 4.916
106 H -0.163 0.504 3.360
107 H 0.106 4.192 3.287
108 H 0.998 2.686 3.563
109 H 0.062 3.412 4.870
110 H 0.281 3.289 -1.298
111 H -0.015 4.100 0.260
112 H -0.043 5.017 -1.248
113 H -1.751 3.155 -2.994
114 H -2.008 4.895 -2.789
115 H -3.320 3.758 -2.456
116 H -2.366 4.556 1.000
117 H -3.671 4.584 -0.205
118 H -2.364 5.761 -0.289

---

No. 4
Density functional theory data (ωB97M-V/def2-TZVPD) for a cluster of 2 separate species, C9H14O in total.

2S+1   1
Molecular weight   138.2 g mol⁻¹
Gap between HOMO and LUMO   0.339 Eh
SMILES   Cc1ccc(O)cc1.CC
Energy relative to the best compared isomer or geometry (same formula, charge and spin)   1.1109 eV
E_LUMO   0.83 eV

Cartesian coordinates (Å):
1 C 0.595 -2.752 2.577
2 C 0.824 -1.967 1.303
3 C 0.130 -0.778 1.149
4 C 0.455 0.167 0.178
5 C 1.577 -0.069 -0.613
6 O 2.083 0.889 -1.441
7 C 2.298 -1.247 -0.459
8 C 1.988 -2.130 0.563
9 H -0.090 -3.569 2.438
10 H 0.258 -2.084 3.363
11 H 1.495 -3.228 2.963
12 H -0.659 -0.385 1.779
13 H -0.078 1.087 -0.038
14 H 1.639 1.729 -1.360
15 H 3.023 -1.396 -1.245
16 H 2.579 -3.031 0.525
17 C -2.769 2.200 -0.891
18 C -1.845 2.449 -2.076
19 H -2.565 1.222 -0.444
20 H -2.365 2.699 0.003
21 H -3.816 2.411 -1.057
22 H -1.203 3.340 -1.988
23 H -2.351 2.839 -2.956
24 H -1.201 1.605 -2.274

---

No. 5
Density functional theory data (ωB97M-V/def2-TZVPD) for a structure of composition C37H48N3PPt.

2S+1   5
Molecular weight   760.9 g mol⁻¹
Gap between HOMO and LUMO (spin up / spin down)   0.263 / 0.179 Eh
Net charge   +2
⟨S²⟩   6.1217
E_LUMO (spin up / spin down)   -5.77 / -8.53 eV

Cartesian coordinates (Å):
1 Pt -0.114 -0.553 0.182
2 C -1.142 2.334 4.410
3 C -1.392 2.025 2.938
4 C -2.788 1.428 2.788
5 P -0.073 0.928 2.146
6 C 0.814 -0.139 3.406
7 C -0.168 -1.199 3.907
8 C 1.584 0.505 4.553
9 C 1.120 2.151 1.499
10 C 1.639 3.164 2.286
11 C 2.497 4.142 1.776
12 C 3.041 5.220 2.635
13 C 2.831 4.086 0.415
14 C 2.325 3.106 -0.393
15 C 1.434 2.117 0.108
16 N 0.943 1.176 -0.705
17 C 1.021 1.283 -2.073
18 C 0.423 2.375 -2.756
19 C -0.420 3.383 -2.036
20 C 0.605 2.487 -4.119
21 C 1.363 1.571 -4.849
22 C 1.589 1.735 -6.306
23 C 1.897 0.471 -4.172
24 C 1.725 0.299 -2.818
25 C 2.346 -0.860 -2.113
26 H -1.855 3.098 4.717
27 H -0.146 2.717 4.601
28 H -1.312 1.460 5.032
29 H -1.335 2.953 2.355
30 H -2.856 0.458 3.277
31 H -3.068 1.320 1.746
32 H -3.516 2.087 3.257
33 H 1.561 -0.636 2.775
34 H -0.911 -0.773 4.580
35 H 0.374 -1.970 4.451
36 H -0.685 -1.674 3.069
37 H 0.936 0.908 5.323
38 H 2.259 1.281 4.201
39 H 2.192 -0.273 5.017
40 H 1.375 3.221 3.330
41 H 2.912 5.007 3.693
42 H 2.527 6.156 2.408
43 H 4.096 5.385 2.429
44 H 3.498 4.830 0.004
45 H 2.608 3.053 -1.433
46 H -0.917 2.951 -1.170
47 H -1.172 3.778 -2.714
48 H 0.187 4.222 -1.696
49 H 0.142 3.314 -4.638
50 H 1.432 2.762 -6.620
51 H 0.895 1.104 -6.863
52 H 2.594 1.420 -6.576
53 H 2.474 -0.253 -4.726
54 H 2.832 -1.526 -2.819
55 H 1.574 -1.427 -1.577
56 H 3.087 -0.525 -1.388
57 C -0.590 -3.700 -3.360
58 C -1.055 -4.638 -2.235
59 C -2.308 -4.076 -1.630
60 C -3.536 -4.519 -2.086
61 C -4.711 -3.868 -1.741
62 C -4.655 -2.686 -1.008
63 C -3.454 -2.200 -0.533
64 C -3.406 -0.879 0.170
65 C -2.857 0.183 -0.796
66 C -2.271 -2.958 -0.740
67 N -1.130 -2.623 -0.060
68 C -0.366 -3.556 0.467
69 C 0.922 -3.273 0.914
70 C 1.937 -4.134 1.405
71 C 3.058 -3.358 1.564
72 C 2.702 -2.042 1.177
73 N 1.442 -1.999 0.787
74 H 0.318 -4.085 -3.815
75 H -0.390 -2.702 -2.969
76 H -1.357 -3.622 -4.127
77 H -0.245 -4.733 -1.511
78 H -1.260 -5.626 -2.646
79 H -3.583 -5.382 -2.733
80 H -5.663 -4.242 -2.086
81 H -5.564 -2.144 -0.803
82 H -2.774 -0.937 1.063
83 H -4.412 -0.598 0.478
84 H -1.757 0.048 -0.940
85 H -3.035 1.186 -0.422
86 H -3.336 0.095 -1.767
87 H -0.745 -4.568 0.592
88 H 1.829 -5.184 1.580
89 H 4.025 -3.667 1.904
90 H 3.342 -1.177 1.154

---

No. 6
Density functional theory data (ωB97M-V/def2-TZVPD) for a cluster of 5 separate species, C25H44Br2F2IN6O7P in total.

2S+1   1
Molecular weight   896.3 g mol⁻¹
Gap between HOMO and LUMO   0.314 Eh
SMILES   CC[C@@H](F)[C@H](O[C@H](c1cccnc1)P(O)Br)[C@@](I)(CC(=O)Br)NF.CN(C)C=O.CN(C)C=O.CN(C)C=O.CN(C)C=O
E_LUMO   -0.27 eV

Cartesian coordinates (Å):
1 C 2.327 -5.069 1.949
2 C 3.528 -4.789 1.005
3 C 4.492 -3.759 1.594
4 F 5.637 -3.810 0.810
5 C 3.915 -2.335 1.595
6 O 3.306 -2.160 0.321
7 C 2.351 -1.102 0.270
8 C 1.105 -1.395 1.074
9 C 0.421 -2.563 0.824
10 C -0.709 -2.749 1.583
11 C -1.018 -1.768 2.485
12 N -0.365 -0.662 2.759
13 C 0.724 -0.480 2.021
14 P 1.743 -1.040 -1.537
15 O 3.006 -1.477 -2.483
16 Br 1.234 1.140 -1.914
17 C 4.983 -1.249 1.969
18 I 6.505 -2.035 3.349
19 C 5.792 -0.739 0.745
20 C 5.619 0.739 0.421
21 O 5.918 1.663 1.109
22 Br 4.870 1.115 -1.378
23 N 4.307 -0.117 2.693
24 F 4.426 -0.297 4.085
25 H 2.483 -6.039 2.425
26 H 1.370 -5.126 1.438
27 H 2.332 -4.340 2.763
28 H 4.117 -5.710 0.967
29 H 3.259 -4.565 -0.025
30 H 4.677 -4.101 2.612
31 H 3.187 -2.329 2.417
32 H 2.752 -0.115 0.542
33 H 0.738 -3.271 0.072
34 H -1.321 -3.631 1.475
35 H -1.929 -1.935 3.059
36 H 1.313 0.415 2.198
37 H 3.825 -1.381 -1.968
38 H 6.856 -0.859 0.943
39 H 5.592 -1.320 -0.152
40 H 3.302 -0.205 2.569
41 C 1.599 -1.218 7.717
42 N 1.598 -2.127 6.588
43 C 0.348 -2.414 5.905
44 C 2.721 -2.718 6.140
45 O 2.774 -3.482 5.191
46 H 0.949 -1.607 8.502
47 H 1.233 -0.240 7.401
48 H 2.606 -1.107 8.114
49 H 0.143 -3.485 5.950
50 H 0.439 -2.125 4.859
51 H -0.470 -1.866 6.365
52 H 3.618 -2.440 6.717
53 C -2.582 3.053 -4.264
54 N -2.910 2.013 -3.309
55 C -2.359 2.084 -1.964
56 C -3.710 0.980 -3.629
57 O -4.024 0.078 -2.876
58 H -1.500 3.080 -4.412
59 H -2.920 4.018 -3.881
60 H -3.067 2.864 -5.220
61 H -1.764 1.194 -1.769
62 H -3.172 2.120 -1.243
63 H -1.736 2.969 -1.858
64 H -4.072 1.024 -4.672
65 C -3.676 0.864 -9.240
66 N -4.426 1.771 -8.394
67 C -5.706 1.342 -7.854
68 C -3.976 3.003 -8.088
69 O -4.558 3.806 -7.384
70 H -4.268 0.607 -10.120
71 H -3.445 -0.049 -8.687
72 H -2.745 1.327 -9.562
73 H -6.492 2.020 -8.190
74 H -5.675 1.368 -6.765
75 H -5.929 0.332 -8.188
76 H -2.998 3.233 -8.545
77 C -4.742 5.664 1.976
78 N -3.785 4.851 1.252
79 C -3.783 4.875 -0.200
80 C -2.887 4.065 1.879
81 O -2.066 3.368 1.317
82 H -5.757 5.369 1.701
83 H -4.595 6.716 1.725
84 H -4.615 5.535 3.048
85 H -3.964 3.871 -0.576
86 H -2.806 5.208 -0.554
87 H -4.555 5.548 -0.566
88 H -2.963 4.111 2.979